DFT (the ωB97M-V functional and the def2-TZVPD basis) results for the molecule C24H26N2O6.

Structure (XYZ):
```
58
Properties=species:S:1:pos:R:3
C -1.301 -0.292 2.952
C 3.324 -0.916 1.098
H 4.598 1.067 2.392
C -5.049 0.046 0.604
N 2.094 -0.723 0.544
C -6.056 -0.005 1.756
H -2.165 -0.179 3.590
O -2.721 1.450 0.321
H 0.020 -0.816 4.564
H -4.943 1.061 0.219
O 4.302 -1.166 0.424
C 1.007 0.713 -4.910
H -4.535 -1.030 3.615
H -4.125 -2.421 0.916
O 2.084 1.775 -0.394
C 0.310 2.843 -4.038
C -4.861 -1.703 2.807
C -3.812 -1.704 1.687
O 2.213 -1.126 3.284
C -0.268 -0.150 0.785
C -1.400 -0.054 1.586
O 1.172 -0.228 -5.877
C 0.418 1.960 -5.101
H -2.836 -1.996 2.071
C 1.846 0.929 -1.222
H 3.652 1.002 3.891
H 1.938 -0.606 -3.533
H 0.044 2.254 -6.069
C 3.404 -0.718 2.612
C 3.643 0.784 2.826
H -0.148 3.807 -4.197
O -6.119 -1.297 2.322
C 0.783 2.503 -2.788
C 0.955 -0.518 1.327
H -5.377 -0.621 -0.202
C 1.365 1.250 -2.583
H -0.370 0.077 -0.264
H 4.285 -2.608 3.138
C 1.045 -0.753 2.706
H 2.985 -0.889 -1.288
C 2.020 -0.554 -0.890
H 1.219 -1.164 -1.313
H -7.063 0.220 1.401
C 1.473 0.360 -3.644
C -2.670 0.408 0.948
N -3.758 -0.388 1.096
H 2.858 1.370 2.350
H 1.262 0.929 -7.599
H 5.446 -1.376 2.628
C 0.738 0.062 -7.185
H -4.998 -2.708 3.209
C -0.082 -0.635 3.506
H 0.979 -0.820 -7.776
H -5.768 0.727 2.525
H -0.342 0.236 -7.221
H 4.695 -1.285 4.238
H 0.703 3.181 -1.953
C 4.539 -1.552 3.197
```

Summary:
**SMILES string**: COc1cccc(C(=O)CN2C(=O)C(C)(C)Oc3ccc(C(=O)N4CCOCC4)cc32)c1
**LUMO level**: 0.190 eV
**Orbital gap**: 8.53 eV


DFT (the ωB97M-V functional and the def2-TZVPD basis) results for the molecule C24H26N2S.

Structure (XYZ):
```
53
Properties=species:S:1:pos:R:3
H 1.143 0.916 -1.538
H -4.916 2.028 -1.467
H 5.932 0.269 -1.994
C -4.585 -1.822 0.633
C 6.399 -0.631 -0.109
C 1.131 -2.061 0.056
C -5.456 -2.978 1.022
C 5.553 -0.037 -1.030
H -0.115 -0.384 -3.161
H 1.482 -2.537 0.961
C 0.420 -2.801 -0.872
H -6.232 -0.499 0.326
H 2.075 -0.454 1.842
C 4.220 0.165 -0.721
C 0.956 -0.127 -1.333
C 5.904 -1.022 1.122
H -2.643 2.095 -1.147
H 7.440 -0.790 -0.351
C -5.156 -0.598 0.300
H 4.193 -1.124 2.395
C 1.409 -0.713 -0.158
C -2.995 0.368 -0.085
N -0.494 1.336 1.090
H 3.568 0.622 -1.449
C -0.033 -2.202 -2.035
C 0.236 -0.863 -2.258
C 2.258 0.009 0.864
H -4.856 -3.853 1.257
S -0.455 3.357 -0.602
H 0.604 2.926 1.819
H 6.557 -1.487 1.847
C 1.992 1.514 1.005
C 3.714 -0.221 0.514
H 1.976 2.002 0.033
H 2.811 1.954 1.578
C -1.070 1.963 0.052
C 0.691 1.836 1.746
H -0.937 0.509 1.457
H -2.731 -2.879 0.816
H -1.351 -0.991 0.134
H 0.716 1.414 2.752
N -2.224 1.472 -0.470
C -2.417 -0.859 0.222
H -6.059 -2.724 1.893
H -6.136 -3.230 0.210
C -5.041 1.805 -0.406
H -0.593 -2.774 -2.760
H -4.601 2.622 0.166
C -3.205 -1.937 0.584
H -6.106 1.768 -0.194
H 0.218 -3.846 -0.685
C 4.570 -0.817 1.429
C -4.392 0.499 -0.057
```

Summary:
**SMILES string**: Cc1ccc(NC(=S)NCCC(c2ccccc2)c2ccccc2)c(C)c1
**LUMO level**: 0.657 eV
**Orbital gap**: 8.65 eV


DFT (the ωB97M-V functional and the def2-TZVPD basis) results for a structure of composition C24H26N3O6STl.

Structure (XYZ):
```
61
Properties=species:S:1:pos:R:3
H -1.358 -2.734 0.611
S 2.919 -0.812 0.633
H 3.512 -0.981 -7.183
C 3.052 -0.573 -6.292
C -4.322 3.244 0.853
H -0.621 1.575 4.030
H -4.189 3.540 2.986
N -0.024 1.298 -2.777
H 4.170 -3.009 1.833
C -2.271 -0.409 2.154
H 1.447 -2.300 -1.626
O -0.364 -1.748 -0.908
C -1.565 -2.229 -0.342
H 0.909 -3.244 -0.215
H -2.221 -1.481 2.367
C 1.802 0.026 -6.364
O -1.807 3.178 3.439
C 1.858 0.447 -3.998
C 3.216 -3.313 3.732
C 0.589 -2.768 -1.149
C -2.303 3.030 2.177
C -3.622 2.929 -0.287
N -0.488 1.684 -1.604
C 2.628 -1.584 2.135
H -2.527 -0.494 -1.094
Tl 0.623 0.589 0.283
H 2.014 -3.299 5.535
H 0.652 -1.357 4.760
N 1.650 -1.157 2.984
O -1.953 -0.129 0.797
H -2.043 -2.950 -1.016
H -2.166 2.530 -2.385
C 3.122 -0.141 -3.933
C -0.551 2.654 3.870
H -5.381 3.462 0.809
C 3.407 -2.684 2.526
H 3.830 -4.156 4.016
H -3.274 -0.039 2.384
C -1.625 2.266 -1.472
C 1.269 0.964 -2.734
H -0.350 3.144 4.820
H 0.170 -3.531 -1.813
H 1.299 0.097 -7.319
C 1.203 0.532 -5.221
O 0.870 -0.154 2.685
H 4.696 -1.109 -5.016
C -2.477 -1.036 -0.147
C 1.451 -1.780 4.170
H -3.481 -1.364 0.137
H 3.623 -0.186 -2.976
H -4.136 2.893 -1.241
C -1.542 2.708 1.005
C -2.256 2.630 -0.232
H -1.534 0.104 2.766
C 3.715 -0.654 -5.074
H 0.227 0.998 -5.260
H 0.248 2.852 3.167
C 2.209 -2.843 4.576
C -3.659 3.285 2.077
O -0.252 2.573 1.057
O 1.979 1.015 -1.694
```

Summary:
**LUMO level**: -1.360 eV
**Orbital gap**: 5.83 eV


DFT (the ωB97M-V functional and the def2-TZVPD basis) results for a structure of composition C24H26N4S2SiW.

Structure (XYZ):
```
58
Properties=species:S:1:pos:R:3
H -0.499 -1.951 0.959
C -0.760 3.791 1.790
C -0.737 1.386 -4.640
N 0.135 2.765 1.853
C -0.268 -2.112 -0.136
W -0.251 0.782 1.704
H -1.298 -1.766 -0.484
H 1.030 1.364 -3.396
H 1.545 0.090 -0.731
H 2.053 4.813 3.674
C -2.111 1.064 -4.678
H -3.199 1.129 2.142
H 2.286 -5.121 -2.213
C -0.660 0.407 -2.411
C -0.650 -0.741 3.266
H -2.684 1.315 -5.591
C 1.222 4.390 3.116
N -1.981 3.659 1.258
S 3.760 0.226 3.735
H -0.240 1.893 -5.476
C 2.174 2.036 2.777
H -3.876 0.473 -3.562
H -2.185 2.865 0.656
C -2.056 0.325 -2.362
H 2.936 -2.180 2.565
C 3.270 1.875 3.615
H 1.540 -1.692 1.387
H -2.395 -1.427 1.938
H -2.596 4.464 1.282
N 1.708 0.816 2.263
C 0.677 -4.658 -3.608
C -2.334 0.691 2.673
H 0.431 0.774 4.559
C 1.820 -3.052 -2.161
H 3.742 2.682 4.141
H 0.457 -5.701 -3.860
H 2.514 -2.859 -1.319
C -2.780 0.589 -3.527
C 0.107 -2.282 -3.677
H -0.882 -3.780 -4.858
C 1.666 -4.361 -2.676
C 0.945 -2.018 -2.587
N 2.248 -1.502 2.232
C 1.279 3.114 2.591
C -0.017 1.093 -3.479
C -0.055 -3.585 -4.167
H -0.559 -1.509 -4.088
H 0.986 -2.025 0.391
Si 0.379 -0.682 -1.333
H -1.580 2.477 3.875
S -0.237 5.223 2.709
C -1.467 1.429 3.532
C -0.384 0.541 3.874
C 2.515 -0.252 2.571
H 0.059 -1.586 3.292
H -0.308 -3.127 -0.502
C -1.883 -0.632 2.547
H -2.552 0.059 -1.448
```

Summary:
**Total charge**: +2
**2S+1**: 3
**LUMO level (spin up / spin down)**: -7.246 / -7.085 eV
**Orbital gap (spin up / spin down)**: 5.20 / 6.55 eV


Quick rundown of DFT total energy, same order as above: -40575.65516; -39126.92888; -57589.61125; -62622.31719 eV
Quick rundown of energy relative to the best compared isomer or geometry (same formula, charge and spin), same order as above: 34.3; 0.0; 20.0; 77.7 kcal per mole